This record from the Open Molecules 2025 dataset describes a 3-piece molecular cluster, H6S3 overall at a distorted geometry. The level of theory is ωB97M-V with the def2-TZVPD basis set.

```
9
H6S3, DFT ωB97M-V with the def2-TZVPD basis set
S -0.264 2.484 0.323
H 1.034 2.078 0.461
H -0.234 2.726 -1.165
S 2.229 -0.881 -0.321
H 2.367 -1.446 0.930
H 1.080 -1.493 -0.766
S -1.957 -1.387 -0.267
H -2.531 -1.959 0.781
H -1.725 -0.123 0.023
```

Output
SMILES: S.S.S
ΔE to the lowest compared entry with this formula, charge and spin: 49.63 kJ/mol
total energy: -1198.105645 a.u.
orbital gap: 10.16 eV
lowest unoccupied orbital energy: 0.57 eV

This record from the Open Molecules 2025 dataset describes a single H6Si3 molecule at a distorted geometry. The level of theory is ωB97M-V with the def2-TZVPD basis set.

```
9
H6Si3, DFT ωB97M-V with the def2-TZVPD basis set
Si 1.302 -0.743 -0.213
Si -1.233 -0.623 0.158
Si -0.022 1.359 0.067
H 2.460 -1.060 0.668
H 1.530 -1.256 -1.570
H -2.246 -0.584 -0.960
H -2.020 -0.398 1.421
H 0.329 2.124 1.347
H -0.216 2.295 -1.058
```

Output
SMILES: [SiH2]1[SiH2][SiH2]1
ΔE to the lowest compared entry with this formula, charge and spin: 0.00 kJ/mol
total energy: -871.944632 a.u.
orbital gap: 8.39 eV
lowest unoccupied orbital energy: -0.08 eV

This record from the Open Molecules 2025 dataset describes a 3-piece molecular cluster, H7N3O2 overall at a distorted geometry. The level of theory is ωB97M-V with the def2-TZVPD basis set.

```
12
H7N3O2, DFT ωB97M-V with the def2-TZVPD basis set
N -1.990 0.179 0.208
N -1.280 -0.323 1.168
O -0.766 1.192 -0.812
H -1.171 1.795 -1.445
H -1.941 -0.465 -0.584
H -1.292 0.255 2.006
H -0.314 -0.691 0.881
N 2.279 -0.300 -0.327
O 0.871 -0.572 -0.316
H 0.328 0.283 -0.741
H 2.561 -0.207 0.646
H 2.713 -1.148 -0.684
```

Output
ΔE to the lowest compared entry with this formula, charge and spin: 60.73 kJ/mol
total energy: -318.764223 a.u.
orbital gap: 9.68 eV
lowest unoccupied orbital energy: 0.52 eV

This record from the Open Molecules 2025 dataset describes a 3-piece molecular cluster, H7O3 overall. The level of theory is ωB97M-V with the def2-TZVPD basis set.

```
10
H7O3, DFT ωB97M-V with the def2-TZVPD basis set
O -0.053 0.968 2.245
H 0.182 0.519 3.077
H 0.002 1.907 2.459
O 0.692 -0.604 -2.165
H 0.230 0.001 -2.769
H 1.388 -1.020 -2.700
O -0.562 -0.446 -0.028
H 0.053 -0.418 -0.882
H -1.469 -0.895 -0.100
H -0.463 -0.011 0.863
```

Output
spin multiplicity: 2
ΔE to the lowest compared entry with this formula, charge and spin: 23.26 kJ/mol
total energy: -229.768908 a.u.
orbital gap (alpha / beta): 3.70 / 13.00 eV
lowest unoccupied orbital energy (alpha / beta): 0.49 / 0.41 eV

This record from the Open Molecules 2025 dataset describes H7O3 as an isolated structure. The level of theory is ωB97M-V with the def2-TZVPD basis set.

```
10
H7O3, DFT ωB97M-V with the def2-TZVPD basis set
O 0.342 0.018 1.959
H 0.279 -0.464 2.794
H 0.084 0.939 2.093
O 0.549 0.741 -1.960
H 0.822 1.064 -2.826
H -0.185 1.336 -1.744
O -0.592 -0.869 -0.088
H -0.234 -0.484 -0.922
H -0.216 -0.492 0.903
H -0.850 -1.790 -0.208
```

Output
ΔE to the lowest compared entry with this formula, charge and spin: 37.23 kJ/mol
total energy: -229.647787 a.u.
total charge: +1
orbital gap: 12.84 eV
lowest unoccupied orbital energy: -3.80 eV

This record from the Open Molecules 2025 dataset describes a 3-piece molecular cluster, H7O3 overall at a distorted geometry. The level of theory is ωB97M-V with the def2-TZVPD basis set.

```
10
H7O3, DFT ωB97M-V with the def2-TZVPD basis set
O -2.343 0.240 0.222
H -3.049 0.373 -0.432
H -2.649 0.569 1.072
O 2.327 0.190 0.210
H 3.128 -0.295 0.084
H 2.454 1.057 -0.226
O 0.016 -0.532 -0.141
H 1.095 -0.249 -0.035
H -0.942 -0.099 0.031
H -0.038 -1.255 -0.786
```

Output
ΔE to the lowest compared entry with this formula, charge and spin: 21.32 kJ/mol
total energy: -229.653847 a.u.
total charge: +1
orbital gap: 13.85 eV
lowest unoccupied orbital energy: -3.52 eV

What did the third record say?
This record from the Open Molecules 2025 dataset describes a 3-piece molecular cluster, H7N3O2 overall at a distorted geometry. The level of theory is ωB97M-V with the def2-TZVPD basis set.

```
12
H7N3O2, DFT ωB97M-V with the def2-TZVPD basis set
N -1.990 0.179 0.208
N -1.280 -0.323 1.168
O -0.766 1.192 -0.812
H -1.171 1.795 -1.445
H -1.941 -0.465 -0.584
H -1.292 0.255 2.006
H -0.314 -0.691 0.881
N 2.279 -0.300 -0.327
O 0.871 -0.572 -0.316
H 0.328 0.283 -0.741
H 2.561 -0.207 0.646
H 2.713 -1.148 -0.684
```

Output
ΔE to the lowest compared entry with this formula, charge and spin: 60.73 kJ/mol
total energy: -318.764223 a.u.
orbital gap: 9.68 eV
lowest unoccupied orbital energy: 0.52 eV